Here is C3H3ClN2 as an isolated structure at a distorted geometry from OMol25. Energies are from ωB97M-V with the def2-TZVPD basis set.

XYZ file:
```
9
Properties=species:S:1:pos:R:3:forces:R:3
C -1.010409 0.506034 0.040261 -3.6 -2.8 0.4
C -0.447404 0.817584 -1.169804 1.4 1.0 -1.1
C 0.787626 0.937275 0.379814 -0.7 0.2 -1.9
N -0.228940 0.719552 1.112358 1.7 1.0 2.1
N 0.813291 1.340310 -0.852979 0.5 0.1 0.0
Cl 0.760678 -2.294070 1.273780 0.5 -0.3 0.0
H -1.853214 -0.167817 0.293397 0.2 0.8 -0.7
H -0.822613 0.777077 -2.216364 0.5 -0.1 1.2
H 2.000986 -2.635944 1.139538 -0.4 0.1 0.0
```
Forces are in eV/Å.

- Net charge: 0
- Energy relative to the best compared isomer or geometry (same formula, charge and spin): 4.311 eV
- HOMO-LUMO gap (spin up / spin down): 0.29540 / 0.29528 hartree
- HOMO (spin up / spin down): -0.357 / -0.357 Eh
- Spin multiplicity: 1
- E_LUMO (spin up / spin down): -1.68 / -1.68 eV
- Molecular weight: 102.5 Da

---

Here is the molecule C3H3ClN2 at a distorted geometry from OMol25. Energies are from ωB97M-V with the def2-TZVPD basis set.

XYZ file:
```
9
Properties=species:S:1:pos:R:3:forces:R:3
C 0.201351 -1.102142 0.028978 4.6 -1.6 0.9
C 1.144947 0.030863 0.089088 -1.7 -3.6 -0.3
C -0.967332 0.666734 0.008892 -2.6 2.2 -1.9
N -1.006505 -0.793810 0.023764 -2.2 1.3 0.6
N 0.342256 1.193236 0.036136 0.0 2.0 0.6
Cl 2.781906 -0.026608 0.001589 0.7 0.3 0.0
H 0.496029 -2.159068 0.154874 0.1 0.6 -0.4
H -1.307022 0.953322 -1.081705 -0.1 0.0 1.7
H -1.685626 1.237469 0.738385 1.2 -1.2 -1.2
```
Forces are in eV/Å.

- Net charge: 0
- Energy relative to the best compared isomer or geometry (same formula, charge and spin): 0.000 eV
- HOMO-LUMO gap (spin up / spin down): 0.29055 / 0.27876 hartree
- HOMO (spin up / spin down): -0.260 / -0.389 Eh
- Spin multiplicity: 3
- E_LUMO (spin up / spin down): 0.83 / -3.01 eV
- Molecular weight: 102.5 Da